Entry one
The following is a DFT calculation (wB97M-V/def2-TZVPD) of a cluster of 2 separate species, C2H7N2S2 in total.

Values from the calculation:
Charge: +1
E_HOMO: -13.3 eV

The geometry in XYZ format:
```
13
Properties=species:S:1:pos:R:3:mulliken_charge:R:1
S 0.521 2.198 1.238 -0.107
S -0.998 -2.867 1.649 -0.118
N 1.190 0.758 -1.052 -0.244
N -1.585 -0.860 -0.094 -0.634
C 0.525 0.949 0.043 0.516
C -1.016 -1.964 0.155 -0.074
H 0.178 -3.450 1.466 0.162
H -2.373 -0.478 0.574 0.261
H -0.114 0.073 0.465 0.050
H 0.908 -0.108 -1.448 0.279
H 1.495 1.489 -1.678 0.284
H -0.443 -2.426 -0.635 0.405
H 1.379 3.233 0.928 0.220
```


Entry two
The following is a DFT calculation (wB97M-V/def2-TZVPD) of the ion C2H7N2S2 with charge +1.

Values from the calculation:
SMILES: SN1C[NH2+]CS1
Charge: +1
E_HOMO: -13.5 eV

The geometry in XYZ format:
```
13
Properties=species:S:1:pos:R:3:mulliken_charge:R:1
S -1.131 -1.838 0.338 0.117
S -2.450 0.769 -0.415 -0.065
N -1.410 -0.215 0.777 -0.238
N 0.784 -0.032 -0.148 -0.182
C -0.058 0.499 0.872 -0.470
C 0.129 -1.149 -0.917 -0.762
H -0.319 1.539 0.830 0.395
H 0.302 0.433 1.890 0.258
H -3.626 0.451 0.101 0.197
H 1.039 0.616 -0.928 0.402
H 1.729 -0.424 0.358 0.421
H -0.445 -0.597 -1.555 0.515
H 0.906 -1.756 -1.357 0.412
```


Q: What are the energies relative to the best structure? A: entry one 0.0000; entry two 0.0235, in hartree.


Entry one
The following is a DFT calculation (wB97M-V/def2-TZVPD) of an isolated molecule of C11H18N2.

Values from the calculation:
SMILES: CN(C)C(=C=N)CCCC1=CCC1
Charge: 0
E_HOMO: -7.9 eV

The geometry in XYZ format:
```
31
Properties=species:S:1:pos:R:3:mulliken_charge:R:1
N -0.687 -1.830 1.792 0.069
N 2.710 -1.279 1.190 -0.628
C 0.933 2.285 -2.660 -0.465
C 0.144 -0.519 -1.527 -0.921
C -0.479 0.784 -1.028 0.119
C 0.093 2.003 -1.664 -0.055
C -0.110 3.452 -1.288 -0.801
C 0.261 -1.663 0.736 0.001
C -0.342 -1.133 3.013 -1.069
C 0.874 3.773 -2.442 -0.408
C -1.006 -3.226 2.038 -1.016
C -0.284 -1.723 -0.676 -0.998
C 1.517 -1.399 0.969 0.535
H -1.273 -3.707 1.100 0.307
H -1.857 -3.284 2.717 0.373
H 0.540 -1.546 3.523 0.393
H 0.235 3.733 -0.293 0.242
H -0.154 -0.693 -2.562 0.471
H 0.452 4.348 -3.268 0.251
H -1.122 3.825 -1.431 0.262
H 1.233 -0.429 -1.499 0.388
H -1.561 0.760 -1.197 0.268
H 3.116 -0.360 1.343 0.247
H -0.162 -3.772 2.488 0.328
H -1.373 -1.750 -0.600 0.408
H 1.467 1.701 -3.386 0.420
H 0.049 -2.640 -1.174 0.337
H -1.192 -1.194 3.692 0.338
H -0.334 0.860 0.055 0.066
H 1.808 4.235 -2.125 0.230
H -0.152 -0.085 2.781 0.310
```


Entry two
The following is a DFT calculation (wB97M-V/def2-TZVPD) of an isolated molecule of C11H18N2.

Values from the calculation:
SMILES: CC(C)/C=C1/C=CN2[C@H](C(C)C)N12
Charge: 0
E_HOMO: -7.7 eV

The geometry in XYZ format:
```
31
Properties=species:S:1:pos:R:3:mulliken_charge:R:1
N -2.376 -1.332 -0.540 -0.491
N -0.972 -1.264 -0.845 -0.226
C 1.696 -0.523 -0.189 2.008
C -3.270 1.602 -0.090 -1.706
C 2.122 -0.669 -1.689 -1.346
C -1.592 -0.267 0.022 0.032
C -1.402 -2.958 0.603 -0.369
C 0.965 -1.760 0.351 -0.739
C -0.323 -2.114 0.032 0.346
C -2.554 -2.442 0.288 -0.698
C -1.877 1.131 -0.508 0.647
C -0.722 2.100 -0.131 -1.891
C 2.933 -0.424 0.668 -1.482
H -3.654 2.487 -0.720 0.353
H -1.962 1.162 -1.588 0.268
H 2.535 -1.693 -1.888 0.328
H 2.798 -0.174 1.802 0.293
H -1.054 3.099 -0.298 0.456
H -3.503 1.718 0.949 0.404
H 2.996 0.046 -1.940 0.368
H 1.264 -0.575 -2.475 0.289
H 0.017 1.959 -0.801 0.539
H 1.026 0.425 -0.099 -0.931
H -0.187 1.815 0.784 0.393
H -3.954 0.884 -0.373 0.497
H -1.143 -3.932 1.158 0.321
H -1.197 -0.389 1.049 0.582
H 3.340 -1.447 0.733 0.321
H -3.536 -2.649 0.513 0.542
H 3.590 0.254 0.151 0.444
H 1.458 -2.417 1.026 0.450
```


Q: What are the energies relative to the best structure? A: entry one 0.0000; entry two 0.0571, in hartree.


Entry one
The following is a DFT calculation (wB97M-V/def2-TZVPD) of a cluster of 3 separate species, C5H16O2 in total.

Values from the calculation:
SMILES: CCC(C)C.O.O
Charge: 0
E_HOMO: -10.9 eV

The geometry in XYZ format:
```
23
Properties=species:S:1:pos:R:3:mulliken_charge:R:1
O 0.314 -0.092 -2.853 -0.608
O 2.737 0.630 -1.240 -0.605
C 0.363 -1.240 0.612 -1.127
C 0.092 1.772 1.152 -1.194
C -0.833 -0.604 1.326 0.794
C -1.062 0.831 0.857 -0.505
C -2.114 -1.414 1.115 -1.523
H 0.370 1.710 2.210 0.331
H 0.838 0.150 -3.630 0.285
H -2.862 -1.265 1.889 0.364
H -1.865 -2.481 1.043 0.386
H -0.620 -0.535 2.394 0.220
H -1.297 0.897 -0.208 0.269
H -0.133 2.815 0.945 0.369
H 1.013 1.500 0.627 0.239
H 2.874 1.567 -1.404 0.317
H -2.549 -1.161 0.144 0.322
H 1.807 0.499 -1.462 0.280
H 1.275 -1.006 1.163 0.354
H -1.946 1.223 1.363 0.357
H -0.565 -0.317 -3.177 0.280
H 0.465 -0.935 -0.427 -0.030
H 0.268 -2.330 0.640 0.424
```


Entry two
The following is a DFT calculation (wB97M-V/def2-TZVPD) of a cluster of 3 separate species, C5H16O2 in total.

Values from the calculation:
SMILES: CCC(C)C.O.O
Charge: 0
E_HOMO: -10.6 eV

The geometry in XYZ format:
```
23
Properties=species:S:1:pos:R:3:mulliken_charge:R:1
O 1.993 1.235 -1.161 -0.609
O 1.711 2.845 0.891 -0.617
C -1.479 1.112 -0.160 -1.493
C -0.191 -0.282 1.412 -1.378
C -0.665 -1.218 -0.906 -0.354
C -1.175 -0.343 0.239 0.823
C -0.498 -2.688 -0.418 -1.254
H 0.362 -0.943 -1.153 0.063
H 2.472 2.409 0.484 0.330
H -0.355 -3.368 -1.256 0.385
H 0.812 -0.045 1.040 0.162
H -2.017 1.263 -1.097 0.380
H 2.100 2.112 -1.547 0.322
H 1.636 2.150 1.563 0.287
H -0.540 1.629 -0.408 0.224
H -0.351 0.597 2.042 0.470
H 0.356 -2.696 0.257 0.316
H -1.847 1.645 0.714 0.386
H -0.212 -1.202 1.991 0.338
H 2.821 0.779 -1.374 0.276
H -2.169 -0.723 0.503 0.223
H -1.410 -3.006 0.091 0.298
H -1.354 -1.260 -1.748 0.420
```


Q: What are the energies relative to the best structure? A: entry one 0.0000; entry two 0.0219, in hartree.